# 1
Density functional theory data (ωB97M-V with the def2-TZVPD basis set) for a 15-piece molecular cluster, C44H83Cl28FN3O3S3 overall at a distorted geometry.

## Properties
E_HOMO = -0.3979 Ha
HOMO-LUMO gap = 0.2964 hartree
total charge = +1

Each atom is followed by the atoms it is bonded to, with distances in Å.
Geometry (Å):
1 C 3.775 -0.581 -1.087  C2 1.513, H27 1.087, H28 1.083, H29 1.079
2 C 3.301 -1.076 -2.436  C1 1.513, F3 1.388, C4 1.521, H30 1.082
3 F 3.730 -2.390 -2.563  C2 1.388
4 C 1.800 -0.973 -2.658  C2 1.521, C5 1.545, C12 1.539, N26 1.477
5 C 1.582 0.429 -3.270  C4 1.545, C6 1.538, H31 1.085, H32 1.090
6 C 1.994 0.543 -4.747  C5 1.538, C7 1.532, H33 1.081, H34 1.078
7 C 0.793 0.882 -5.636  C6 1.532, S8 1.770, H35 1.082, H36 1.081
8 S 0.236 2.544 -5.391  C7 1.770, O9 1.428, O10 1.427, O11 1.590
9 O -0.108 3.102 -6.660  S8 1.428
10 O -0.805 2.554 -4.416  S8 1.427
11 O 1.481 3.329 -4.787  S8 1.590, H37 0.971
12 C 1.183 -2.029 -3.592  C4 1.539, C13 1.589, H38 1.082, H39 1.092
13 C 0.236 -2.969 -2.730  C12 1.589, C14 1.555, C25 1.539, H40 1.077
14 C -1.258 -2.546 -2.639  C13 1.555, C15 1.535, H41 1.087, H42 1.085
15 C -2.187 -3.465 -3.443  C14 1.535, C16 1.533, H43 1.083, H44 1.086
16 C -3.314 -4.134 -2.646  C15 1.533, S17 1.800, H45 1.084, H46 1.082
17 S -4.451 -3.015 -1.811  C16 1.800, C18 1.802
18 C -3.889 -2.986 -0.099  S17 1.802, S19 1.608, N20 1.400
19 S -3.434 -4.327 0.662  C18 1.608
20 N -3.837 -1.758 0.571  C18 1.400, C21 1.376, C24 1.368
21 C -3.377 -0.547 0.105  N20 1.376, C22 1.342, H47 1.070
22 C -3.548 0.351 1.087  C21 1.342, N23 1.387, H48 1.069
23 N -4.078 -0.277 2.205  C22 1.387, C24 1.300
24 C -4.224 -1.522 1.861  N20 1.368, N23 1.300, H49 1.086
25 C 0.805 -2.612 -1.346  C13 1.539, N26 1.467, H50 1.079, H51 1.087
26 N 0.970 -1.158 -1.449  C4 1.477, C25 1.467, H52 1.024, H53 1.022
27 H 3.694 0.502 -1.068  C1 1.087
28 H 3.218 -0.978 -0.247  C1 1.083
29 H 4.825 -0.808 -0.983  C1 1.079
30 H 3.845 -0.523 -3.189  C2 1.082
31 H 2.099 1.161 -2.657  C5 1.085
32 H 0.524 0.680 -3.207  C5 1.090
33 H 2.728 1.331 -4.841  C6 1.081
34 H 2.472 -0.349 -5.119  C6 1.078
35 H -0.014 0.212 -5.372  C7 1.082
36 H 1.055 0.752 -6.677  C7 1.081
37 H 1.361 4.236 -5.112  O11 0.971
38 H 0.566 -1.655 -4.399  C12 1.082
39 H 1.890 -2.739 -4.025  C12 1.092
40 H 0.372 -4.014 -2.951  C13 1.077
41 H -1.421 -1.504 -2.899  C14 1.087
42 H -1.533 -2.635 -1.593  C14 1.085
43 H -1.646 -4.210 -4.014  C15 1.083
44 H -2.711 -2.829 -4.150  C15 1.086
45 H -2.918 -4.861 -1.946  C16 1.084
46 H -3.873 -4.709 -3.372  C16 1.082
47 H -2.963 -0.352 -0.862  C21 1.070
48 H -3.315 1.392 1.030  C22 1.069
49 H -4.623 -2.259 2.552  C24 1.086
50 H 0.333 -3.021 -0.466  C25 1.079
51 H 1.801 -3.046 -1.386  C25 1.087
52 H 0.134 -0.606 -1.657  N26 1.024
53 H 1.307 -0.731 -0.584  N26 1.022
54 Cl 4.266 -0.166 -7.737  C55 1.787
55 C 4.940 -1.821 -7.769  Cl54 1.787, C56 1.503, H58 1.087, H59 1.089
56 C 3.995 -2.802 -7.133  C55 1.503, Cl57 1.788, H60 1.089, H61 1.083
57 Cl 3.831 -2.529 -5.374  C56 1.788
58 H 5.904 -1.801 -7.268  C55 1.087
59 H 5.102 -2.088 -8.812  C55 1.089
60 H 4.361 -3.818 -7.269  C56 1.089
61 H 3.005 -2.735 -7.566  C56 1.083
62 Cl -7.474 1.007 -1.682  C63 1.782
63 C -8.488 -0.357 -1.146  Cl62 1.782, C64 1.505, H66 1.087, H67 1.088
64 C -7.990 -0.952 0.144  C63 1.505, Cl65 1.789, H68 1.089, H69 1.087
65 Cl -6.418 -1.782 -0.064  C64 1.789
66 H -8.508 -1.095 -1.943  C63 1.087
67 H -9.496 0.029 -1.006  C63 1.088
68 H -8.701 -1.694 0.505  C64 1.089
69 H -7.862 -0.194 0.913  C64 1.087
70 Cl 2.182 4.229 0.320  C71 1.789
71 C 1.069 4.967 -0.869  Cl70 1.789, C72 1.505, H74 1.087, H75 1.090
72 C 1.110 6.470 -0.801  C71 1.505, Cl73 1.780, H76 1.088, H77 1.087
73 Cl 0.406 7.070 0.720  C72 1.780
74 H 0.069 4.586 -0.682  C71 1.087
75 H 1.386 4.629 -1.857  C71 1.090
76 H 0.526 6.896 -1.614  C72 1.088
77 H 2.128 6.845 -0.875  C72 1.087
78 Cl 5.070 8.856 4.885  C79 1.778
79 C 3.500 9.173 4.113  Cl78 1.778, C80 1.504, H82 1.087, H83 1.089
80 C 3.386 8.503 2.772  C79 1.504, Cl81 1.786, H84 1.088, H85 1.087
81 Cl 4.469 9.228 1.552  C80 1.786
82 H 3.373 10.250 4.038  C79 1.087
83 H 2.736 8.782 4.783  C79 1.089
84 H 2.371 8.608 2.394  C80 1.088
85 H 3.620 7.443 2.838  C80 1.087
86 Cl 4.177 -3.469 1.148  C87 1.784
87 C 3.090 -4.782 1.672  Cl86 1.784, C88 1.506, H90 1.087, H91 1.088
88 C 3.085 -5.935 0.704  C87 1.506, Cl89 1.788, H92 1.088, H93 1.086
89 Cl 2.325 -5.493 -0.854  C88 1.788
90 H 2.095 -4.361 1.797  C87 1.087
91 H 3.442 -5.120 2.645  C87 1.088
92 H 2.508 -6.760 1.119  C88 1.088
93 H 4.089 -6.292 0.492  C88 1.086
94 Cl 4.106 7.991 8.237  C95 1.780
95 C 3.119 6.538 8.526  Cl94 1.780, C96 1.507, H98 1.087, H99 1.088
96 C 3.244 5.535 7.407  C95 1.507, Cl97 1.788, H100 1.089, H101 1.087
97 Cl 2.488 6.106 5.891  C96 1.788
98 H 2.089 6.852 8.668  C95 1.087
99 H 3.475 6.093 9.453  C95 1.088
100 H 2.734 4.614 7.684  C96 1.089
101 H 4.285 5.305 7.194  C96 1.087
102 Cl -7.586 -6.301 2.846  C103 1.781
103 C -8.081 -4.639 3.253  Cl102 1.781, C104 1.506, H106 1.087, H107 1.089
104 C -7.019 -3.633 2.895  C103 1.506, Cl105 1.782, H108 1.090, H109 1.087
105 Cl -5.578 -3.790 3.932  C104 1.782
106 H -8.317 -4.607 4.314  C103 1.087
107 H -8.988 -4.429 2.690  C103 1.089
108 H -7.403 -2.623 3.037  C104 1.090
109 H -6.702 -3.738 1.860  C104 1.087
110 Cl -2.183 -2.045 6.527  C111 1.789
111 C -3.252 -0.967 5.581  Cl110 1.789, C112 1.505, H114 1.088, H115 1.089
112 C -2.754 0.453 5.560  C111 1.505, Cl113 1.782, H116 1.089, H117 1.088
113 Cl -2.863 1.241 7.154  C112 1.782
114 H -4.251 -1.038 6.006  C111 1.088
115 H -3.284 -1.356 4.565  C111 1.089
116 H -3.362 1.038 4.872  C112 1.089
117 H -1.716 0.505 5.235  C112 1.088
118 Cl -0.343 0.128 1.696  C119 1.790
119 C -0.580 1.249 3.070  Cl118 1.790, C120 1.502, H122 1.088, H123 1.089
120 C 0.687 1.991 3.385  C119 1.502, Cl121 1.777, H124 1.089, H125 1.087
121 Cl 1.946 0.933 4.059  C120 1.777
122 H -0.953 0.672 3.914  C119 1.088
123 H -1.352 1.957 2.773  C119 1.089
124 H 0.489 2.762 4.128  C120 1.089
125 H 1.089 2.465 2.493  C120 1.087
126 Cl 10.489 6.081 5.900  C127 1.783
127 C 9.448 6.771 4.627  Cl126 1.783, C128 1.505, H130 1.087, H131 1.088
128 C 8.084 7.144 5.145  C127 1.505, Cl129 1.784, H132 1.088, H133 1.087
129 Cl 7.117 5.711 5.583  C128 1.784
130 H 9.382 6.047 3.820  C127 1.087
131 H 9.951 7.662 4.254  C127 1.088
132 H 7.531 7.675 4.373  C128 1.088
133 H 8.151 7.782 6.022  C128 1.087
134 Cl -0.419 -6.540 5.067  C135 1.786
135 C 0.053 -5.437 6.390  Cl134 1.786, C136 1.503, H138 1.086, H139 1.090
136 C 1.524 -5.135 6.376  C135 1.503, Cl137 1.783, H140 1.089, H141 1.082
137 Cl 2.509 -6.559 6.799  C136 1.783
138 H -0.249 -5.893 7.330  C135 1.086
139 H -0.522 -4.521 6.254  C135 1.090
140 H 1.745 -4.364 7.112  C136 1.089
141 H 1.845 -4.784 5.404  C136 1.082
142 Cl 2.393 -3.255 -9.638  C143 1.784
143 C 0.882 -3.657 -10.499  Cl142 1.784, C144 1.506, H146 1.086, H147 1.088
144 C -0.124 -2.544 -10.379  C143 1.506, Cl145 1.787, H148 1.088, H149 1.086
145 Cl -0.735 -2.369 -8.710  C144 1.787
146 H 0.504 -4.592 -10.095  C143 1.086
147 H 1.138 -3.815 -11.544  C143 1.088
148 H -0.984 -2.756 -11.012  C144 1.088
149 H 0.297 -1.589 -10.680  C144 1.086
150 Cl -1.067 0.921 -11.102  C151 1.785
151 C -0.787 2.007 -9.714  Cl150 1.785, C152 1.505, H154 1.087, H155 1.088
152 C 0.653 2.427 -9.600  C151 1.505, Cl153 1.789, H156 1.088, H157 1.087
153 Cl 1.726 1.074 -9.132  C152 1.789
154 H -1.127 1.499 -8.816  C151 1.087
155 H -1.411 2.885 -9.871  C151 1.088
156 H 0.749 3.185 -8.826  C152 1.088
157 H 1.024 2.837 -10.535  C152 1.087
158 Cl -4.520 -1.453 8.898  C159 1.777
159 C -5.700 -2.690 9.385  Cl158 1.777, C160 1.502, H162 1.087, H163 1.089
160 C -5.904 -3.618 8.221  C159 1.502, Cl161 1.785, H164 1.089, H165 1.087
161 Cl -6.748 -2.829 6.862  C160 1.785
162 H -6.618 -2.210 9.714  C159 1.087
163 H -5.281 -3.238 10.228  C159 1.089
164 H -6.504 -4.480 8.504  C160 1.089
165 H -4.942 -3.972 7.858  C160 1.087

---

# 2
Density functional theory data (ωB97M-V with the def2-TZVPD basis set) for a 5-piece molecular cluster, H10O5 overall at a distorted geometry.

## Properties
E_HOMO (spin up / spin down) = 0.0304 / -0.2678 Ha
HOMO-LUMO gap (spin up / spin down) = 0.0845 / 0.3964 hartree
ΔE to the lowest compared entry with this formula, charge and spin = 19.2 kcal per mole
total charge = -1
2S+1 = 2

Each atom is followed by the atoms it is bonded to, with distances in Å.
Geometry (Å):
1 O -0.092 -2.211 0.633  H2 0.957, H3 0.957
2 H 0.113 -2.195 -0.301  O1 0.957
3 H -0.757 -2.895 0.721  O1 0.957
4 O -0.733 3.546 1.204  H5 0.957, H6 0.957
5 H -1.629 3.471 1.530  O4 0.957
6 H -0.688 4.423 0.824  O4 0.957
7 O -0.230 0.759 -0.284  H8 0.957, H9 0.957
8 H -0.057 0.148 0.432  O7 0.957
9 H -0.555 1.549 0.148  O7 0.957
10 O -0.624 0.480 -2.712  H11 0.957, H12 0.957
11 H -0.357 0.711 -1.822  O10 0.957
12 H -1.523 0.165 -2.618  O10 0.957
13 O 2.567 -2.606 0.410  H14 0.957, H15 0.957
14 H 1.954 -1.997 0.822  O13 0.957
15 H 2.610 -3.348 1.013  O13 0.957

---

# 3
Density functional theory data (ωB97M-V with the def2-TZVPD basis set) for a 6-piece molecular cluster, C39H71N3O16P overall at a distorted geometry.

## Properties
E_HOMO = -0.1772 Ha
HOMO-LUMO gap = 0.2463 hartree
total charge = -1

Each atom is followed by the atoms it is bonded to, with distances in Å.
Geometry (Å):
1 C -1.378 -6.020 -0.511  C2 1.658, H25 1.186, H26 1.179, H27 1.192
2 C -2.394 -5.829 0.785  C1 1.658, C3 1.680, H28 1.178, H29 1.169
3 C -2.549 -4.207 1.191  C2 1.680, C4 1.585, H30 1.194, H31 1.162
4 C -3.736 -3.493 0.420  C3 1.585, C5 1.677, P6 1.914, H32 1.196
5 C -5.157 -4.204 0.958  C4 1.677, H33 1.195, H34 1.170, H35 1.194
6 P -3.870 -1.586 0.320  C4 1.914, C7 1.918, C9 1.920, C13 1.914, C19 1.916, H36 1.475
7 C -2.395 -1.264 1.502  P6 1.918, N8 1.551, H37 1.197, H38 1.158
8 N -2.806 -1.612 2.957  C7 1.551, H39 1.052, H40 1.061
9 C -4.185 0.306 0.414  P6 1.920, O10 1.460, H41 1.178, H42 1.194
10 O -3.214 1.162 -0.263  C9 1.460, C11 1.464
11 C -2.815 2.340 0.508  O10 1.464, C12 1.674, H43 1.176, H44 1.189
12 C -1.351 2.819 -0.148  C11 1.674, H45 1.194, H46 1.194, H47 1.170
13 C -2.838 -1.466 -1.287  P6 1.914, C14 1.666, C18 1.677
14 C -1.322 -2.113 -1.527  C13 1.666, C15 1.629, H48 1.194
15 C -0.412 -1.993 -2.873  C14 1.629, N16 1.493, H49 1.193
16 N -0.912 -1.281 -4.086  C15 1.493, C17 1.496
17 C -2.295 -0.723 -3.957  N16 1.496, C18 1.621, H50 1.196
18 C -3.325 -0.718 -2.706  C13 1.677, C17 1.621, H51 1.195
19 C -5.537 -1.903 -0.570  P6 1.916, C20 1.633, C24 1.677
20 C -5.808 -2.684 -1.979  C19 1.633, C21 1.628, H52 1.194
21 C -7.356 -2.841 -2.459  C20 1.628, N22 1.493, H53 1.195
22 N -8.629 -2.404 -1.812  C21 1.493, C23 1.494
23 C -8.469 -1.717 -0.495  N22 1.494, C24 1.624, H54 1.187
24 C -6.993 -1.460 0.134  C19 1.677, C23 1.624, H55 1.194
25 H -0.962 -7.131 -0.482  C1 1.186
26 H -0.464 -5.276 -0.460  C1 1.179
27 H -2.019 -5.879 -1.505  C1 1.192
28 H -1.874 -6.378 1.688  C2 1.178
29 H -3.415 -6.325 0.506  C2 1.169
30 H -2.782 -4.218 2.362  C3 1.194
31 H -1.453 -3.837 1.082  C3 1.162
32 H -3.661 -3.856 -0.717  C4 1.196
33 H -5.808 -4.604 0.040  C5 1.195
34 H -5.776 -3.515 1.673  C5 1.170
35 H -4.944 -5.188 1.600  C5 1.194
36 H -4.663 -1.664 1.561  P6 1.475
37 H -2.144 -0.103 1.651  C7 1.197
38 H -1.371 -1.707 1.191  C7 1.158
39 H -3.325 -0.803 3.386  N8 1.052
40 H -1.877 -1.638 3.466  N8 1.061
41 H -5.239 0.640 0.008  C9 1.178
42 H -4.207 0.582 1.576  C9 1.194
43 H -2.690 2.141 1.660  C11 1.176
44 H -3.605 3.195 0.265  C11 1.189
45 H -1.496 3.116 -1.295  C12 1.194
46 H -0.672 1.838 -0.185  C12 1.194
47 H -0.834 3.666 0.472  C12 1.170
48 H -0.791 -2.712 -0.641  C14 1.194
49 H 0.684 -2.462 -2.919  C15 1.193
50 H -2.707 -0.189 -4.944  C17 1.196
51 H -4.409 -0.217 -2.766  C18 1.195
52 H -4.866 -3.099 -2.582  C20 1.194
53 H -7.494 -3.392 -3.511  C21 1.195
54 H -9.433 -1.345 0.089  C23 1.187
55 H -6.957 -0.912 1.194  C24 1.194
56 C 1.499 9.461 2.614  C57 1.518, H63 1.095, H64 1.093, H65 1.095
57 C 1.684 8.254 3.516  C56 1.518, O58 1.433, H66 1.095, H67 1.096
58 O 1.326 7.048 2.831  C57 1.433, C59 1.357
59 C 2.262 6.559 1.978  O58 1.357, O60 1.221, O61 1.356
60 O 3.360 7.046 1.761  C59 1.221
61 O 1.754 5.448 1.389  C59 1.356, C62 1.426
62 C 2.607 4.879 0.398  O61 1.426, H68 1.095, H69 1.095, H70 1.094
63 H 0.486 9.482 2.199  C56 1.095
64 H 1.677 10.389 3.165  C56 1.093
65 H 2.188 9.429 1.764  C56 1.095
66 H 1.014 8.340 4.379  C57 1.095
67 H 2.706 8.194 3.908  C57 1.096
68 H 3.612 4.699 0.793  C62 1.095
69 H 2.647 5.534 -0.477  C62 1.095
70 H 2.180 3.920 0.094  C62 1.094
71 C -3.347 -4.472 9.048  C72 1.518, H78 1.095, H79 1.093, H80 1.095
72 C -4.200 -5.513 8.347  C71 1.518, O73 1.433, H81 1.095, H82 1.096
73 O -5.257 -4.889 7.607  C72 1.433, C74 1.357
74 C -4.902 -4.365 6.407  O73 1.357, O75 1.221, O76 1.356
75 O -3.786 -4.390 5.914  C74 1.221
76 O -6.000 -3.784 5.861  C74 1.356, C77 1.426
77 C -5.745 -3.115 4.629  O76 1.426, H83 1.095, H84 1.095, H85 1.094
78 H -3.969 -3.809 9.657  C71 1.095
79 H -2.602 -4.950 9.690  C71 1.093
80 H -2.822 -3.838 8.325  C71 1.095
81 H -4.674 -6.158 9.095  C72 1.095
82 H -3.598 -6.161 7.699  C72 1.096
83 H -5.244 -3.774 3.913  C77 1.095
84 H -5.148 -2.216 4.811  C77 1.095
85 H -6.706 -2.812 4.202  C77 1.094
86 C 7.599 -0.500 -0.828  C87 1.518, H93 1.095, H94 1.093, H95 1.095
87 C 6.491 -0.656 0.199  C86 1.518, O88 1.433, H96 1.095, H97 1.096
88 O 6.786 0.097 1.381  C87 1.433, C89 1.357
89 C 6.535 1.429 1.307  O88 1.357, O90 1.221, O91 1.356
90 O 6.081 2.021 0.341  C89 1.221
91 O 6.902 1.992 2.484  C89 1.356, C92 1.426
92 C 6.771 3.412 2.510  O91 1.426, H98 1.095, H99 1.095, H100 1.094
93 H 8.570 -0.746 -0.388  C86 1.095
94 H 7.423 -1.150 -1.689  C86 1.093
95 H 7.665 0.533 -1.185  C86 1.095
96 H 6.421 -1.706 0.501  C87 1.095
97 H 5.515 -0.373 -0.213  C87 1.096
98 H 5.766 3.725 2.213  C92 1.095
99 H 7.526 3.866 1.860  C92 1.095
100 H 6.948 3.751 3.535  C92 1.094
101 C 0.965 8.106 -6.350  C102 1.518, H108 1.095, H109 1.093, H110 1.095
102 C 1.898 8.591 -5.254  C101 1.518, O103 1.433, H111 1.095, H112 1.096
103 O 1.191 8.743 -4.017  C102 1.433, C104 1.357
104 C 0.967 7.598 -3.325  O103 1.357, O105 1.221, O106 1.356
105 O 1.318 6.477 -3.657  C104 1.221
106 O 0.260 7.911 -2.210  C104 1.356, C107 1.426
107 C -0.120 6.779 -1.431  O106 1.426, H113 1.095, H114 1.095, H115 1.094
108 H 0.090 8.758 -6.428  C101 1.095
109 H 1.480 8.083 -7.314  C101 1.093
110 H 0.593 7.099 -6.135  C101 1.095
111 H 2.288 9.579 -5.520  C102 1.095
112 H 2.761 7.926 -5.133  C102 1.096
113 H 0.743 6.150 -1.194  C107 1.095
114 H -0.885 6.203 -1.962  C107 1.095
115 H -0.549 7.142 -0.493  C107 1.094
116 C 7.565 -4.312 -7.328  C117 1.518, H123 1.095, H124 1.093, H125 1.095
117 C 8.498 -3.827 -6.232  C116 1.518, O118 1.433, H126 1.095, H127 1.096
118 O 7.791 -3.674 -4.995  C117 1.433, C119 1.357
119 C 7.567 -4.820 -4.303  O118 1.357, O120 1.221, O121 1.356
120 O 7.918 -5.940 -4.636  C119 1.221
121 O 6.860 -4.506 -3.189  C119 1.356, C122 1.426
122 C 6.480 -5.638 -2.410  O121 1.426, H128 1.095, H129 1.095, H130 1.094
123 H 6.690 -3.660 -7.406  C116 1.095
124 H 8.080 -4.334 -8.293  C116 1.093
125 H 7.193 -5.318 -7.113  C116 1.095
126 H 8.888 -2.838 -6.498  C117 1.095
127 H 9.361 -4.491 -6.111  C117 1.096
128 H 7.343 -6.267 -2.172  C122 1.095
129 H 5.715 -6.214 -2.940  C122 1.095
130 H 6.051 -5.276 -1.471  C122 1.094

---

Number 1: energy -443434.8114 eV. Number 2: energy -10398.8747 eV. Number 3: energy -88096.2703 eV.